A 14-piece molecular cluster, C42H75F3O42 overall in a non-equilibrium geometry. Source: OMol25; level of theory: ωB97M-V/def2-TZVPD.

```
162
C42H75F3O42, DFT ωB97M-V/def2-TZVPD
C 3.0212 3.7033 1.8572
C 3.8821 4.7237 2.4952
O 3.8815 5.7417 1.4636
C 3.6378 5.1791 0.2389
O 3.7157 5.7034 -0.8892
O 3.1149 3.9662 0.4527
F 5.0570 4.1647 2.4956
H 1.9408 3.8271 1.9319
H 3.1514 2.6599 2.1444
H 3.6190 5.1177 3.4769
C 5.4003 1.1238 -2.5119
C 4.7863 2.0172 -1.3575
O 3.4056 1.8731 -1.6663
C 3.2738 1.6831 -2.9594
O 2.1901 1.6481 -3.4721
O 4.5016 1.3996 -3.5321
F 5.2125 3.2799 -1.5014
H 5.3032 0.0852 -2.1956
H 6.4367 1.1622 -2.8474
H 5.0227 1.7603 -0.3249
C -1.1651 1.0858 7.4240
C -2.0274 -0.0800 7.8199
O -1.2531 -1.1833 7.2343
C -0.3881 -0.6601 6.2923
O 0.1218 -1.3679 5.4169
O -0.4047 0.7087 6.2996
F -3.2085 -0.1240 7.2927
H -0.6413 1.5505 8.2594
H -1.8022 1.8843 7.0437
H -2.0906 -0.2156 8.8996
C 3.4247 -2.3004 0.1739
O 4.6180 -1.4719 0.3222
C 4.7527 -0.5918 1.2570
O 3.8963 -0.1775 2.0261
O 6.1365 -0.1706 1.2294
C 6.4906 0.9205 2.0913
H 2.7941 -1.9216 -0.6305
H 2.7537 -2.2262 1.0296
H 3.5205 -3.3742 0.0128
H 6.0924 1.8047 1.5935
H 7.5720 0.9974 2.2039
H 5.9539 0.8884 3.0394
C -2.8756 0.1397 3.2415
O -3.9459 0.2571 2.3046
C -5.1332 -0.4754 2.3976
O -5.4888 -1.1048 3.3340
O -5.7264 -0.3500 1.2613
C -6.7110 -1.2747 0.9323
H -2.8853 0.7973 4.1107
H -1.9662 0.3136 2.6662
H -2.6753 -0.8438 3.6668
H -6.8059 -1.3273 -0.1523
H -7.5984 -0.9045 1.4458
H -6.5191 -2.2918 1.2741
C 2.8166 0.8407 4.7837
O 3.2196 1.2964 6.0869
C 4.4983 0.9376 6.4539
O 5.2681 0.2258 5.7572
O 4.7226 1.4760 7.6873
C 5.6992 0.9453 8.5708
H 1.8326 1.2339 4.5282
H 2.6931 -0.2387 4.8723
H 3.6492 1.0330 4.1070
H 6.2450 1.8349 8.8851
H 6.2972 0.0692 8.3197
H 5.1081 0.5971 9.4178
C 0.3375 -1.1718 -7.5560
O 0.8857 0.1060 -7.2697
C 0.1008 1.0000 -6.5486
O -1.0762 0.8760 -6.1262
O 0.9148 2.0763 -6.2890
C 0.3347 3.1907 -5.6101
H -0.6327 -1.0781 -8.0439
H 0.0775 -1.5727 -6.5763
H 1.0796 -1.8354 -8.0000
H 0.8921 4.1175 -5.7458
H 0.2291 2.8154 -4.5922
H -0.6717 3.3319 -6.0042
C 1.2892 4.0545 6.0097
O 0.9090 5.0738 5.0237
C 0.0930 4.6927 4.0189
O -0.4394 3.5828 3.8317
O -0.0711 5.7457 3.2290
C -0.8401 5.7060 2.0885
H 0.9703 4.4574 6.9710
H 2.3274 3.7246 5.9715
H 0.8348 3.0639 5.9968
H -1.9150 5.7537 2.2626
H -0.5112 4.8302 1.5291
H -0.6929 6.5780 1.4513
C -3.8991 -1.5940 -1.5266
O -3.3981 -2.8984 -1.2215
C -2.1557 -3.2561 -1.5595
O -1.3746 -2.6126 -2.2818
O -1.9915 -4.4630 -0.9771
C -0.7402 -5.0796 -1.1241
H -3.6541 -1.0441 -0.6180
H -4.9518 -1.4876 -1.7885
H -3.2831 -1.1580 -2.3131
H 0.0587 -4.7098 -0.4814
H -0.4142 -5.0926 -2.1641
H -1.0491 -6.0927 -0.8667
C -3.7062 2.4240 -4.5427
O -4.9794 1.9415 -4.9998
C -5.7093 1.1799 -4.2183
O -5.2804 0.8541 -3.1588
O -6.8381 0.8850 -4.7988
C -7.7886 0.0169 -4.1718
H -3.1380 2.6896 -5.4341
H -3.1014 1.7343 -3.9539
H -3.9210 3.3171 -3.9560
H -8.1836 0.3806 -3.2232
H -7.4257 -0.9688 -3.8807
H -8.6063 0.0170 -4.8926
C -3.6089 -4.0321 1.8888
O -2.4206 -3.3257 2.1760
C -1.3100 -4.0832 2.5994
O -1.2663 -5.2936 2.8555
O -0.2229 -3.2411 2.4475
C 1.0200 -3.7619 2.8961
H -3.9204 -4.7555 2.6423
H -3.5056 -4.5417 0.9308
H -4.4411 -3.3351 1.7903
H 1.0544 -3.3884 3.9195
H 1.8531 -3.4216 2.2810
H 1.0929 -4.8456 2.8043
C -3.2478 -1.0842 -5.4419
O -4.5127 -1.7235 -5.2446
C -4.6807 -2.9746 -5.6020
O -3.9829 -3.7309 -6.2971
O -5.8945 -3.3632 -5.1554
C -6.4608 -4.5599 -5.5939
H -3.2928 -0.0194 -5.2133
H -2.8936 -0.9869 -6.4681
H -2.4867 -1.5011 -4.7824
H -5.9144 -5.3468 -5.0740
H -6.6044 -4.5915 -6.6740
H -7.4747 -4.7620 -5.2486
C 0.5576 0.4127 2.2481
O -0.3503 0.6676 1.1479
C -0.1853 0.1053 0.0023
O 0.6702 -0.6597 -0.3658
O -1.1623 0.5237 -0.7338
C -1.0797 0.4616 -2.1460
H 0.5113 -0.6153 2.6075
H 0.1325 1.0079 3.0563
H 1.6155 0.6191 2.0863
H -2.0241 0.7619 -2.5999
H -0.7638 -0.4911 -2.5712
H -0.3797 1.1504 -2.6188
C 1.5529 -1.6042 -3.6333
O 2.7376 -1.7276 -4.5111
C 3.9922 -1.9210 -4.0879
O 4.2693 -2.1021 -2.9065
O 4.9026 -1.9535 -5.0993
C 6.2969 -2.2409 -4.8993
H 1.2689 -0.5685 -3.4471
H 1.6418 -2.2162 -2.7357
H 0.6186 -1.9943 -4.0370
H 6.8361 -1.5552 -4.2457
H 6.8321 -2.2015 -5.8481
H 6.3173 -3.2729 -4.5491
```

Multiplicity: 1
Net charge: 0

A 11-piece molecular cluster, C42H75N9O2 overall in a non-equilibrium geometry. Source: OMol25; level of theory: ωB97M-V/def2-TZVPD.

```
128
C42H75N9O2, DFT ωB97M-V/def2-TZVPD
C 2.3465 0.4285 7.7462
C 2.5149 0.1152 6.2802
C 3.7724 0.5298 5.6586
O 1.6256 -0.4151 5.6766
H 3.1904 0.8259 8.2514
H 1.9570 -0.4088 8.2330
H 1.5762 1.1656 7.8129
H 4.4744 -0.2573 5.9502
H 4.1088 1.4946 6.0518
H 3.7338 0.5309 4.5997
C -1.9954 -3.8152 -0.7283
C -2.5548 -5.1834 -0.5424
C -3.7664 -5.3915 0.2523
O -2.0233 -6.1879 -1.0408
H -2.6774 -3.1919 -1.2891
H -1.0609 -3.7998 -1.1498
H -1.7512 -3.3584 0.2565
H -3.7901 -4.9666 1.2266
H -3.8744 -6.4371 0.5078
H -4.6890 -5.1915 -0.3169
C 3.1610 -3.1951 -2.4679
C 2.9222 -4.2419 -3.4914
C 1.4442 -4.6517 -3.6732
C 0.6864 -3.6133 -4.3461
N 0.1670 -2.7952 -4.9955
H 4.1476 -3.3498 -2.0176
H 2.4908 -3.1887 -1.6582
H 3.1247 -2.1912 -2.8122
H 3.3975 -5.1755 -3.1395
H 3.2988 -3.9887 -4.4589
H 0.9672 -5.0064 -2.7255
H 1.4085 -5.5677 -4.3288
C -4.3721 -0.2585 -2.6982
C -2.8902 -0.2620 -3.0830
C -2.5518 1.1986 -3.5528
C -2.6700 2.2445 -2.5620
N -2.7793 3.0614 -1.7713
H -4.9506 0.1350 -3.5017
H -4.4937 0.5107 -1.8402
H -4.7341 -1.2598 -2.2922
H -2.5804 -0.9889 -3.8624
H -2.2835 -0.6057 -2.2130
H -3.1838 1.6541 -4.3627
H -1.5062 1.2005 -3.7979
C -1.1075 5.6023 5.1128
C -1.5445 4.5423 4.1345
C -0.5826 3.4054 4.1131
C -0.1591 2.8796 5.4300
N 0.2746 2.3994 6.3708
H -0.1615 6.0296 4.7546
H -1.0660 5.3327 6.1244
H -1.8310 6.3657 5.1526
H -1.5833 4.9585 3.0997
H -2.5557 4.1903 4.3798
H 0.3867 3.7161 3.6770
H -0.9848 2.6051 3.5418
C 0.4857 5.7894 -2.5281
C 0.0052 4.8966 -3.6348
C 1.1155 4.4103 -4.6158
C 2.0376 3.4630 -3.9913
N 2.6642 2.6515 -3.4767
H -0.2810 6.1989 -1.8111
H 0.8936 6.6591 -3.0115
H 1.3006 5.3440 -1.8824
H -0.6503 5.4203 -4.2945
H -0.4126 3.9241 -3.2411
H 1.5890 5.2539 -5.1084
H 0.6277 3.8300 -5.3940
C -1.1545 -1.2537 5.4011
C -1.0598 -0.4949 4.0213
C -0.7190 -1.4809 2.8318
C -1.2683 -2.8365 2.9138
N -1.7244 -3.8560 3.0101
H -0.3343 -1.9224 5.5560
H -2.1202 -1.7982 5.3311
H -1.1125 -0.5513 6.2245
H -0.2811 0.2613 4.0573
H -2.0304 -0.0229 3.8300
H 0.4125 -1.5293 2.9126
H -1.0498 -1.0811 1.9102
C 3.3804 1.3016 -6.7220
C 2.3650 0.0705 -6.6972
C 1.0783 0.5585 -6.0277
C 0.3970 1.6861 -6.6937
N -0.2956 2.5580 -7.0275
H 3.4688 1.6598 -5.6848
H 2.9487 2.1086 -7.3668
H 4.3211 0.9157 -7.0924
H 2.7544 -0.8399 -6.2036
H 2.2163 -0.4111 -7.6436
H 1.1867 0.9185 -4.9662
H 0.3489 -0.2146 -5.9736
C -4.7172 4.4013 1.7411
C -4.7695 2.9029 1.1649
C -3.3618 2.3063 1.3239
C -3.3291 0.8959 0.7969
N -3.1479 -0.1370 0.3106
H -5.6960 4.8821 1.7922
H -4.1301 4.9652 1.0286
H -4.2643 4.5325 2.7198
H -5.0986 2.8447 0.1602
H -5.5073 2.3533 1.7616
H -3.0520 2.2750 2.3747
H -2.6317 2.8370 0.6358
C 4.0418 -3.8955 1.7305
C 2.8812 -4.7046 2.3194
C 2.3077 -5.7147 1.2153
C 3.3682 -6.3089 0.4046
N 4.1054 -6.8361 -0.3286
H 4.6124 -3.3262 2.4639
H 3.6090 -3.1633 1.0661
H 4.7377 -4.5389 1.1950
H 1.9866 -4.0915 2.5451
H 3.0998 -5.4008 3.0955
H 1.5872 -5.1303 0.5119
H 1.6016 -6.3420 1.7265
C 1.6289 -0.8095 -0.0279
C 0.4914 -0.0870 -0.8987
C 0.6757 1.3763 -0.7491
C 0.9606 1.8811 0.6026
N 1.1558 2.4245 1.5976
H 1.4398 -1.0009 0.9825
H 2.5466 -0.2635 -0.2344
H 1.8925 -1.7528 -0.5186
H -0.4874 -0.4373 -0.5067
H 0.4784 -0.3268 -2.0130
H -0.1262 1.9989 -1.1673
H 1.5847 1.6263 -1.4093
```

Multiplicity: 1
Energy above the lowest of the compared OMol25 structures with the same formula, charge and spin (kJ/mol): 98.6
Net charge: 0

A 8-piece molecular cluster, C42H77F6N14P overall in a non-equilibrium geometry. Source: OMol25; level of theory: ωB97M-V/def2-TZVPD.

```
140
C42H77F6N14P, DFT ωB97M-V/def2-TZVPD
C 8.5425 -15.0155 15.4825
C 8.3339 -14.4724 14.0820
N 9.2627 -13.4358 13.6720
C 10.1708 -12.7053 14.4347
C 10.8166 -11.8524 13.5718
N 10.2862 -11.9506 12.3038
C 9.2766 -12.8639 12.4148
C 10.8248 -11.3490 11.0741
H 9.3863 -15.6994 15.5732
H 7.6742 -15.6565 15.6352
H 8.5341 -14.2566 16.2649
H 7.3639 -13.9942 13.9465
H 8.4434 -15.2312 13.3072
H 10.2965 -12.8990 15.4897
H 11.7444 -11.3156 13.7038
H 8.6937 -13.1191 11.5422
H 11.1082 -12.1805 10.4287
H 11.6528 -10.6809 11.3110
H 10.0573 -10.6696 10.7034
C -1.7898 -19.2390 11.8550
C -1.2866 -19.8194 13.2037
N -2.4351 -19.9667 14.1020
C -2.7520 -19.2347 15.2260
C -3.8550 -19.7632 15.8041
N -4.3228 -20.7855 14.9643
C -3.3281 -20.9373 13.9835
C -5.4790 -21.5948 15.1554
H -2.1604 -18.2236 11.9953
H -2.6732 -19.6837 11.3968
H -1.0031 -19.1092 11.1118
H -0.5282 -19.2065 13.6909
H -0.8990 -20.8231 13.0288
H -2.1880 -18.3465 15.4699
H -4.4186 -19.4891 16.6836
H -3.4278 -21.6844 13.2100
H -5.3391 -22.0654 16.1286
H -5.5195 -22.3326 14.3541
H -6.3667 -21.0039 14.9294
C 7.6260 -21.8132 18.1153
C 8.1893 -23.0365 18.8671
N 8.7660 -22.8008 20.1531
C 9.9599 -23.2624 20.5964
C 10.1031 -22.8569 21.9267
N 8.9868 -22.2143 22.3267
C 8.1941 -22.1022 21.1997
C 8.5671 -21.8911 23.7144
H 6.7334 -21.4431 18.6197
H 7.4002 -22.1436 17.1014
H 8.3013 -20.9609 18.0404
H 8.9835 -23.3968 18.2131
H 7.4680 -23.8537 18.8740
H 10.6027 -23.7854 19.9038
H 10.8284 -22.9991 22.7142
H 7.1835 -21.7213 21.1988
H 8.9474 -22.7693 24.2361
H 7.4866 -21.7605 23.7751
H 9.0465 -20.9721 24.0515
C 13.3562 -25.4510 12.9262
C 12.9000 -25.3648 11.4999
N 11.7354 -24.5093 11.4834
C 10.4854 -24.6796 12.1142
C 9.6690 -23.4858 11.9134
N 10.4652 -22.6930 11.1544
C 11.6766 -23.2824 10.8985
C 10.0612 -21.4254 10.6577
H 12.7122 -25.9736 13.6334
H 13.4993 -24.4682 13.3755
H 14.2982 -25.9958 12.9900
H 12.6033 -26.3352 11.1019
H 13.7579 -25.0444 10.9088
H 10.2278 -25.5328 12.7241
H 8.6689 -23.1817 12.1851
H 12.4479 -22.9202 10.2350
H 10.7336 -21.0848 9.8703
H 10.0970 -20.7160 11.4845
H 9.0825 -21.4709 10.1800
C 1.1205 -23.9720 19.1507
C 0.8788 -23.3813 17.7333
N 1.2251 -24.3297 16.7225
C 2.1521 -24.0772 15.7424
C 2.2690 -25.1853 14.9393
N 1.4372 -26.1849 15.4423
C 0.7981 -25.5909 16.5237
C 1.2720 -27.4863 14.8674
H 2.0942 -24.4361 19.3074
H 0.4183 -24.7498 19.4508
H 0.9965 -23.1922 19.9022
H 1.4489 -22.4566 17.6445
H -0.1372 -23.0028 17.6207
H 2.6732 -23.1317 15.7131
H 2.7831 -25.4264 14.0206
H 0.0376 -26.0520 17.1365
H 1.7661 -28.2090 15.5168
H 1.7578 -27.5579 13.8943
H 0.2188 -27.7220 14.7150
C 4.8190 -18.1699 6.7329
C 3.9039 -18.2380 5.4633
N 4.7095 -18.3817 4.2383
C 6.0572 -18.6955 4.1513
C 6.3570 -18.9113 2.7518
N 5.2315 -18.6425 2.0136
C 4.2570 -18.3390 2.8632
C 5.0541 -18.8814 0.5698
H 5.5658 -17.3825 6.6310
H 5.2976 -19.1481 6.7796
H 4.2750 -17.9173 7.6430
H 3.2525 -17.3678 5.3829
H 3.0810 -18.9517 5.5045
H 6.7212 -18.7791 4.9989
H 7.3029 -19.1278 2.2776
H 3.2035 -18.2821 2.6325
H 6.0369 -19.0020 0.1141
H 4.5526 -18.0201 0.1284
H 4.4623 -19.7797 0.3939
C 2.6092 -17.0982 18.0775
C 2.6009 -15.7150 18.7964
N 3.1318 -14.6599 17.9823
C 3.6380 -13.4992 18.5173
C 3.8260 -12.5872 17.4428
N 3.4707 -13.2349 16.2914
C 3.0276 -14.5180 16.6267
C 3.5608 -12.7257 14.9198
H 3.6321 -17.2710 17.7431
H 1.9183 -17.1618 17.2368
H 2.2912 -17.8047 18.8443
H 3.1450 -15.6808 19.7403
H 1.6536 -15.4153 19.2445
H 3.7389 -13.3726 19.5851
H 4.1171 -11.5475 17.4164
H 2.5652 -15.2136 15.9421
H 3.2459 -13.5185 14.2412
H 4.5822 -12.3985 14.7257
H 2.7104 -12.0576 14.7838
P 4.8655 -19.2950 13.0704
F 5.8884 -19.0214 11.8598
F 5.3042 -20.8826 13.0507
F 6.0718 -18.9836 14.0385
F 3.8394 -19.5364 14.3126
F 4.3107 -17.7807 12.9410
F 3.7252 -19.7380 11.9805
```

Multiplicity: 1
Energy above the lowest of the compared OMol25 structures with the same formula, charge and spin (kJ/mol): 3.4
Net charge: +6

| no. | orbital gap (eV) |
| --- | --- |
| 1 | 10.4 |
| 2 | 10.0 |
| 3 | 9.0 |